(1)
A cluster of 9 separate species, C20H42Cl16O2 in total. Source: the Open Molecules 2025 dataset; level of theory: ωB97M-V with the def2-TZVPD basis set.

Computed properties:
SMILES	COCCOC.ClCCCl.ClCCCl.ClCCCl.ClCCCl.ClCCCl.ClCCCl.ClCCCl.ClCCCl
gap between HOMO and LUMO	9.974	eV
lowest unoccupied orbital energy	0.11	eV
charge	0

```
80
Properties=species:S:1:pos:R:3:lowdin_charge:R:1
C 1.30274 -0.52562 2.24404 -0.10
O -0.04767 -0.90989 2.40101 -0.20
C -0.64243 -1.46876 1.24582 -0.19
C -0.73402 -0.54581 -0.00249 -0.23
O -1.37502 0.61569 0.32714 -0.18
C -1.13636 1.62668 -0.60177 -0.12
H 1.54078 -0.66692 3.29831 0.09
H 1.53160 0.50980 1.99183 0.09
H 1.82853 -1.27117 1.64755 0.09
H -1.59627 -1.89560 1.55582 0.12
H -0.05937 -2.34171 0.95237 0.11
H -1.42581 -0.95803 -0.73706 0.13
H 0.26219 -0.36933 -0.40811 0.12
H -0.13296 2.05214 -0.61825 0.09
H -1.87125 2.42854 -0.53064 0.09
H -1.26030 1.24344 -1.61462 0.08
Cl -0.58077 -6.54860 -1.10512 0.58
C -2.29541 -6.35625 -0.96328 -0.72
C -2.75193 -6.33546 0.50431 -0.66
Cl -2.86519 -7.99151 1.13330 0.54
H -2.77465 -7.14855 -1.53832 0.06
H -2.58254 -5.41467 -1.43135 0.07
H -3.71166 -5.81873 0.50708 0.07
H -2.12977 -5.81799 1.23454 0.06
Cl -0.51387 7.22465 -0.28212 0.50
C 1.27701 7.43259 -0.23288 -0.61
C 1.72716 7.58309 1.28470 -0.66
Cl 1.44898 6.08800 2.19710 0.53
H 1.53279 8.32883 -0.79806 0.06
H 1.70847 6.57596 -0.75068 0.06
H 1.27639 8.42119 1.81620 0.06
H 2.78119 7.82441 1.42212 0.06
Cl -2.31096 6.06371 -5.89331 0.52
C -4.02990 5.72459 -5.44122 -0.66
C -4.79611 4.91228 -6.42996 -0.68
Cl -6.55051 4.92542 -6.11569 0.55
H -4.52637 6.69466 -5.41700 0.06
H -4.15153 5.31053 -4.44030 0.08
H -4.43609 3.88749 -6.52110 0.08
H -4.75697 5.33383 -7.43438 0.06
Cl 8.87255 -4.39622 -0.44095 0.59
C 8.28788 -3.08478 0.49326 -0.75
C 6.85722 -3.32440 1.05756 -0.62
Cl 5.76642 -2.71290 -0.20770 0.53
H 8.32764 -2.23095 -0.18311 0.04
H 9.02428 -2.77696 1.23561 0.07
H 6.71778 -2.64271 1.89658 0.06
H 6.61228 -4.35255 1.32402 0.07
Cl -3.08467 0.89321 6.90972 0.53
C -3.28457 1.03746 5.14506 -0.67
C -2.42122 2.14455 4.68926 -0.62
Cl -3.10463 3.80780 5.20225 0.46
H -4.34388 1.21378 4.95835 0.07
H -2.94715 0.11561 4.67131 0.08
H -2.49496 2.18409 3.60248 0.06
H -1.36463 2.02704 4.92991 0.08
Cl 3.43424 -4.54791 5.49589 0.54
C 1.83903 -4.78436 6.21804 -0.68
C 1.52510 -6.27947 6.31614 -0.67
Cl 1.08726 -6.82994 4.69839 0.55
H 1.16225 -4.18084 5.61319 0.06
H 1.83002 -4.28922 7.18904 0.07
H 0.70307 -6.44562 7.01238 0.07
H 2.34731 -6.91597 6.64316 0.06
Cl 7.68602 4.52788 -2.42111 0.55
C 6.26292 3.54092 -2.68163 -0.68
C 5.29758 3.60865 -1.44335 -0.63
Cl 6.00953 2.78173 0.00027 0.50
H 6.57536 2.50940 -2.84427 0.06
H 5.77061 3.93484 -3.57076 0.07
H 4.34762 3.13152 -1.68421 0.06
H 5.13623 4.66615 -1.23416 0.06
Cl -6.17806 -1.02475 -7.11309 0.48
C -6.50419 -2.67444 -6.39138 -0.61
C -6.31347 -2.70536 -4.84506 -0.65
Cl -4.80481 -1.95931 -4.21794 0.51
H -5.77745 -3.38513 -6.78492 0.06
H -7.50802 -3.03127 -6.62182 0.07
H -6.30876 -3.76537 -4.59118 0.07
H -7.21185 -2.20721 -4.48057 0.07
```


(2)
A structure of composition C20H42Cl26GaO2. Source: the Open Molecules 2025 dataset; level of theory: ωB97M-V with the def2-TZVPD basis set.

Computed properties:
gap between HOMO and LUMO	6.040	eV
lowest unoccupied orbital energy	1.66	eV
charge	-1

```
91
Properties=species:S:1:pos:R:3:lowdin_charge:R:1
O -3.75373 -1.11872 -2.03447 -0.20
C -2.82680 -1.42170 -3.10762 -0.25
C -2.11701 -2.80974 -2.83221 -0.23
C -0.72941 -2.70843 -2.07327 -0.35
C -0.81416 -2.25804 -0.54589 -0.30
Ga -1.01681 -0.18483 -0.31352 0.36
C 0.22274 0.36492 1.24202 -0.22
C 0.64701 1.98768 1.09758 -0.29
C 0.55043 2.58149 -0.42554 -0.10
O 1.88887 2.26553 0.34109 -0.22
H -3.78450 -0.15816 -1.87818 -0.09
H -3.46589 -1.46441 -4.04610 0.11
H -2.07916 -0.58264 -3.20919 0.09
H -2.83335 -3.47972 -2.27787 0.04
H -1.93784 -3.30587 -3.83356 0.10
H -0.31150 -3.76650 -2.05740 0.04
H 0.02409 -2.10494 -2.66142 0.07
H -1.60421 -2.82600 0.01555 0.04
H 0.20797 -2.49894 -0.10726 0.03
H -2.55637 0.08399 0.07671 -0.09
H -0.63099 0.43372 -1.73960 -0.04
H -0.35431 0.41382 2.20398 0.03
H 1.19411 -0.19172 1.30864 0.02
H 0.34293 2.70395 1.95641 0.03
H 0.86556 1.92368 -1.26228 0.06
H 0.46553 3.68757 -0.58058 0.06
C -6.34303 -2.89094 -2.38609 -0.97
Cl -7.76792 -2.69137 -3.42075 0.50
Cl -5.41430 -4.32433 -2.84020 0.56
H -5.70577 -2.01359 -2.48568 0.00
H -6.66860 -2.99491 -1.35469 0.04
C 4.22185 -0.17329 2.00406 -1.02
Cl 4.16436 0.04177 3.76028 0.49
Cl 4.01626 -1.87248 1.55995 0.50
H 3.42137 0.41020 1.55105 0.01
H 5.18472 0.17289 1.63816 -0.08
C -3.74659 3.52432 -0.97683 -0.98
Cl -3.87614 3.79692 0.76492 0.50
Cl -3.90933 1.80773 -1.35278 0.59
H -4.53111 4.07956 -1.48428 0.02
H -2.77157 3.86652 -1.31537 0.03
C -1.19562 5.46845 3.03842 -1.00
Cl -0.88046 5.66505 1.30945 0.51
Cl -1.02696 3.78024 3.53492 0.54
H -0.48633 6.06980 3.59367 -0.05
H -2.20906 5.79901 3.25311 0.03
C 2.52418 -4.25330 -3.39163 -1.01
Cl 1.47537 -3.57449 -4.63815 0.53
Cl 2.28742 -5.99978 -3.22987 0.50
H 3.55975 -4.06269 -3.66005 0.02
H 2.29318 -3.77675 -2.44143 0.03
C 7.11195 1.67122 -0.16610 -1.02
Cl 7.05193 1.88917 1.58847 0.51
Cl 6.90453 -0.02814 -0.60909 0.53
H 6.31442 2.25418 -0.62035 0.04
H 8.07409 2.01464 -0.53059 -0.06
C 10.46437 4.27380 -1.31360 -1.01
Cl 9.08111 4.43013 -0.22511 0.55
Cl 10.60584 2.62683 -1.94068 0.52
H 10.33507 4.95823 -2.14775 0.03
H 11.37092 4.52215 -0.76832 0.03
C -0.94391 -7.47780 -1.64771 -1.03
Cl -1.86169 -6.07938 -2.21031 0.57
Cl -1.91984 -8.95434 -1.69207 0.49
H -0.07683 -7.61002 -2.28922 -0.01
H -0.62300 -7.29898 -0.62488 0.03
C 2.71981 2.50842 6.55449 -1.03
Cl 1.66481 3.24475 5.34844 0.46
Cl 2.43382 0.76859 6.66564 0.49
H 3.75284 2.67939 6.26201 0.03
H 2.53104 2.96106 7.52515 0.00
C 7.58153 -0.72317 5.61969 -1.03
Cl 8.16762 0.17357 7.02813 0.49
Cl 8.01526 0.08851 4.11271 0.48
H 8.02444 -1.71548 5.62534 0.03
H 6.49852 -0.80087 5.67672 0.00
C -6.65372 -4.89633 -6.29434 -1.05
Cl -6.82932 -6.63883 -6.54057 0.49
Cl -7.83547 -3.98989 -7.24820 0.48
H -6.80455 -4.67214 -5.24242 -0.06
H -5.65365 -4.59708 -6.59620 0.03
C 0.71965 7.15010 6.97735 -1.00
Cl 1.04421 7.41060 5.25986 0.54
Cl 0.84719 5.44214 7.41244 0.51
H 1.44557 7.71426 7.55676 0.02
H -0.28451 7.49810 7.20439 0.03
C -11.04691 -0.42226 -2.53012 -1.04
Cl -12.76765 -0.14105 -2.23129 0.49
Cl -10.17619 -0.74445 -1.02809 0.49
H -10.93959 -1.27967 -3.18930 0.02
H -10.62253 0.46071 -3.00014 0.03
```


(3)
A structure of composition C20H42MoO2P4. Source: the Open Molecules 2025 dataset; level of theory: ωB97M-V with the def2-TZVPD basis set.

Computed properties:
gap between HOMO and LUMO (spin up / spin down)	3.572 / 4.119	eV
lowest unoccupied orbital energy (spin up / spin down)	-14.95 / -14.82	eV
charge	+4
spin multiplicity	3

```
69
Properties=species:S:1:pos:R:3:lowdin_charge:R:1
P -2.70450 1.42705 3.11430 1.03
C -2.72743 2.21867 4.74013 -0.20
H -3.66180 1.93954 5.23321 0.08
H -2.68431 3.29502 4.54236 0.07
H -1.85257 1.89732 5.31402 0.08
C -4.48263 1.03521 2.90148 -0.21
H -4.63824 0.03953 2.46911 0.06
H -4.89494 1.79027 2.22181 0.06
H -4.96519 1.10278 3.88208 0.08
C -2.15163 -0.26648 3.62675 -0.23
H -2.72826 -0.59743 4.50638 0.10
H -1.08582 -0.25399 3.89381 0.05
H -2.28865 -1.00068 2.81622 0.02
P 2.94932 -2.44372 0.05559 0.80
C 4.16437 -1.20378 0.58536 -0.26
H 5.19411 -1.57813 0.59702 0.08
H 3.89879 -0.83174 1.58253 0.04
H 4.08461 -0.35184 -0.10328 0.04
C 3.30589 -3.91673 1.07861 -0.25
H 2.65855 -4.73991 0.74060 0.05
H 3.02698 -3.69716 2.11848 0.05
H 4.35897 -4.22751 1.03379 0.08
C 3.54132 -2.96106 -1.59436 -0.26
H 4.57592 -3.33219 -1.57658 0.08
H 3.46650 -2.10454 -2.27770 0.03
H 2.87480 -3.74650 -1.97833 0.05
P -0.03107 1.59010 -3.60202 0.89
C 1.01829 3.00613 -3.95088 -0.12
H 0.86293 3.27240 -5.00927 0.11
H 2.07617 2.73929 -3.79696 0.10
H 0.76255 3.86818 -3.31488 0.07
C -0.16868 0.56725 -5.05746 -0.12
H 0.13512 1.15953 -5.93172 0.10
H -1.21138 0.24952 -5.19532 0.10
H 0.47524 -0.31675 -4.98260 0.09
C -1.63474 2.14565 -3.06651 -0.14
H -2.05179 2.79603 -3.85175 0.12
H -1.58174 2.71479 -2.12899 0.03
H -2.30773 1.28759 -2.93043 0.07
Mo -0.86765 -1.91485 -0.12204 1.24
C 0.72154 -0.79310 1.38075 -0.09
O 1.26763 -0.06620 2.09274 0.07
C 0.88037 0.66438 -2.29849 -0.03
O 1.78338 0.46481 -1.57603 0.19
C -0.88540 -2.89257 -1.95341 -0.20
C -1.98847 -1.98707 -1.87684 -0.22
C -2.84786 -2.02984 -0.75058 -0.21
C -2.62866 -2.94812 0.30028 -0.20
C -1.54014 -3.84358 0.21883 -0.18
C -0.66817 -3.83345 -0.89831 -0.18
H -0.17762 -2.82695 -2.76846 0.13
H -2.08797 -1.21750 -2.62948 0.10
H -3.63066 -1.27292 -0.65011 0.14
H -3.24115 -2.90579 1.20883 0.14
H -1.30999 -4.49260 1.07037 0.15
H 0.23518 -4.43409 -0.90605 0.13
C 0.69520 4.32584 -0.42162 -0.30
P -0.42310 3.20282 0.51503 0.74
C 0.52659 3.18727 2.09194 -0.30
C -1.70251 4.44297 0.98749 -0.29
H 0.13199 4.88090 -1.18272 0.05
H 1.18400 5.03151 0.26316 0.07
H 1.46176 3.71495 -0.91403 0.02
H 0.80184 4.21188 2.37829 0.07
H -0.06777 2.71893 2.88694 0.01
H 1.43405 2.58907 1.94441 0.03
H -2.12970 4.87506 0.07333 0.05
H -2.50059 3.93498 1.54519 0.00
H -1.26050 5.23691 1.60357 0.07
```